Density functional theory data (ωB97M-V/def2-TZVPD) for 21 unconnected molecules or ions with the total composition C27H90ClF2N2O23 in a non-equilibrium geometry.

The geometry in XYZ format:
```
145
Properties=species:S:1:pos:R:3:mulliken_charge:R:1
C 2.3871 4.5150 4.7863 -0.964
C 2.3173 2.9921 4.1401 -0.380
C 2.4080 2.9798 2.5023 -0.270
C 0.9553 2.6034 1.7789 -0.079
C 1.2410 1.6322 0.5052 -0.857
C 0.1105 0.4654 0.1976 0.575
C -1.2944 1.2742 0.1765 -0.826
C -2.1828 1.2619 1.5480 0.060
C -3.7982 0.9248 1.3043 -0.323
C -4.6333 2.3614 1.3669 -0.597
C -6.2136 1.9441 1.7194 0.534
N -6.9112 1.3365 0.5181 -0.599
C 0.2580 0.0182 -1.4052 0.188
F -0.7773 -0.8988 -1.9847 -0.218
C 0.3221 1.1515 -2.5747 -0.476
C -0.6695 0.9282 -3.8549 -0.147
O -0.1953 -0.1275 -4.8106 -0.385
C -1.4612 -0.5260 -5.5066 0.496
O -1.9066 0.0956 -6.6135 -0.590
C -2.3893 -1.7492 -4.8795 -0.051
C -1.4921 -3.1442 -4.8445 -0.867
C 1.4846 -1.0398 -1.1742 -0.805
N 1.3920 -1.5749 0.0845 0.957
C 2.4608 -2.6003 0.3406 -0.412
C 2.6818 -3.6775 -0.9214 0.028
C 3.1937 -5.1549 -0.3584 -0.301
O 2.0193 -6.0531 -0.4588 -0.528
C 0.2633 -1.0039 0.9504 1.272
C 1.0758 -0.7219 2.3621 -0.455
C 1.1650 -1.9499 3.4228 -0.403
F 2.5388 -1.9174 4.0495 -0.339
C -0.9832 -1.8945 1.4202 -1.298
C -2.2884 -2.0474 0.4702 0.643
C -2.0800 -3.3854 -0.5117 -0.780
Cl -3.7413 -2.5134 1.5869 -0.185
H 1.6199 5.2697 4.2873 0.212
H 2.1459 4.4114 5.9433 0.333
H 3.4727 4.9907 4.7075 0.232
H 1.2896 2.5310 4.4970 0.245
H 3.1792 2.3130 4.5465 0.177
H 2.7000 4.0838 2.1578 0.183
H 3.2703 2.2802 2.1297 0.260
H 0.1934 2.2404 2.5736 0.119
H 0.5451 3.6483 1.3721 0.151
H 2.2942 1.0719 0.5705 0.348
H 1.3969 2.3934 -0.4025 0.348
H -2.0310 0.9061 -0.6889 0.251
H -1.0878 2.4180 -0.0987 -0.154
H -1.7172 0.6151 2.4315 -0.021
H -2.1758 2.3806 1.9648 0.443
H -4.0137 0.4407 0.2612 0.006
H -4.1928 0.2606 2.2078 0.227
H -4.6479 2.8511 0.3017 0.136
H -4.2217 3.0961 2.1985 0.388
H -6.8403 2.8746 2.0560 -0.926
H -6.1744 1.1000 2.5520 0.324
H -6.7742 0.2894 0.5090 0.271
H -6.5267 1.7200 -0.3807 0.251
H 1.4388 1.1468 -2.9953 0.427
H 0.1437 2.2572 -2.1853 -0.179
H -0.6204 1.9375 -4.4916 -0.158
H -1.8150 0.8039 -3.5812 0.456
H -2.7549 -1.4124 -3.7979 0.058
H -3.3549 -1.9701 -5.5116 0.389
H -0.4172 -2.8693 -4.4285 0.186
H -1.4358 -3.5446 -5.9442 0.391
H -2.0534 -3.8901 -4.1199 0.224
H 2.2134 -1.1951 -2.0704 0.364
H 2.3177 -3.2789 1.2785 0.120
H 3.4900 -2.0195 0.5111 0.080
H 3.5003 -3.2027 -1.6446 0.315
H 1.6838 -3.8247 -1.5144 0.033
H 4.1277 -5.5598 -0.9801 0.020
H 3.4970 -5.0713 0.7732 0.375
H 1.8418 -6.0936 -1.4603 0.299
H 2.2032 -0.3675 2.1886 -0.012
H 0.4319 0.1176 2.9167 0.254
H 0.4040 -1.8410 4.3339 0.312
H 1.0298 -3.0270 3.0065 0.258
H -1.4017 -1.5391 2.4817 0.432
H -0.5954 -3.0158 1.5704 0.358
H -2.5849 -1.1415 -0.1929 -0.224
H -2.9093 -3.3595 -1.3686 0.296
H -1.0031 -3.2976 -0.9880 0.030
H -2.1309 -4.3871 0.1062 0.431
O -4.7523 3.0621 4.2928 -0.580
H -5.4032 2.3460 4.3446 0.280
H -4.8780 3.5527 5.1190 0.284
O -0.6946 4.0934 -1.2322 -0.515
H -1.5232 4.5545 -1.4318 0.211
H -0.2156 4.7107 -0.6591 0.340
O 5.2140 -6.5547 -2.7802 -0.536
H 6.0333 -6.2900 -3.2249 0.268
H 5.2192 -7.5220 -2.8366 0.283
O 1.5385 5.9492 -2.0384 -0.635
H 1.3597 6.7615 -2.5356 0.317
H 0.9684 5.2876 -2.4582 0.303
O -9.4498 3.7118 1.2626 -0.627
H -8.8939 3.0584 0.8118 0.358
H -9.2898 3.5456 2.2037 0.280
O -1.0001 3.9187 -5.3009 -0.640
H -1.1789 4.7310 -5.7981 0.291
H -1.5702 3.2571 -5.7207 0.280
O 5.4116 -0.4268 0.9814 -0.603
H 5.9675 -1.0802 0.5307 0.269
H 5.5716 -0.5929 1.9226 0.296
O 3.6116 -5.1306 -5.1629 -0.622
H 4.1674 -5.7839 -5.6137 0.305
H 3.7716 -5.2967 -4.2218 0.312
O 7.9318 -5.2950 -2.3264 -0.609
H 8.3429 -6.1078 -1.9956 0.313
H 7.8760 -4.7258 -1.5442 0.290
O -0.9246 -5.8116 -4.1616 -0.577
H -0.1053 -5.5470 -4.6063 0.304
H -0.9194 -6.7790 -4.2180 0.266
O -8.1909 2.5884 4.2848 -0.540
H -8.8418 1.8724 4.3366 0.276
H -8.3166 3.0790 5.1109 0.293
O 6.9269 0.3514 3.8286 -0.612
H 6.0639 0.7184 4.0724 0.289
H 7.5599 1.0166 4.1381 0.322
O 4.6774 -3.1602 5.9965 -0.645
H 4.6947 -4.1085 5.7979 0.309
H 3.9786 -2.8135 5.4216 0.358
O -0.3246 -7.5152 0.8347 -0.600
H 0.4947 -7.2505 0.3901 0.359
H -0.3194 -8.4826 0.7784 0.316
O 6.7318 -3.6454 -4.4892 -0.597
H 7.1429 -4.4582 -4.1583 0.317
H 6.6760 -3.0762 -3.7069 0.283
O -9.0450 5.1105 -1.8139 -0.647
H -9.2440 4.8133 -0.9133 0.338
H -8.8603 4.2903 -2.2956 0.306
O 9.9269 -0.6812 3.7105 -0.618
H 9.0639 -0.3143 3.9543 0.313
H 10.5599 -0.0160 4.0200 0.326
O -6.6986 5.3142 3.1202 -0.626
H -7.1638 4.4688 3.2091 0.303
H -6.9869 5.6504 2.2583 0.326
O -2.5001 6.5662 -6.5181 -0.626
H -2.6789 7.3784 -7.0153 0.309
H -3.0702 5.9046 -6.9379 0.322
O 4.3816 5.5394 2.7839 -0.598
H 3.7367 6.2164 2.5293 0.310
H 5.2324 6.0018 2.7492 0.267
```

Its net charge is +1. The HOMO energy is -10.980 eV. Its strongest force on any atom is 8.75 eV Å⁻¹. For the energy, the calculation gives -3581.92249 Eh. The multiplicity is 1.